Entry 1:
{"formula": "C14H15Cl3NO2Se2Tc", "method": "ωB97M-V/def2-TZVPD", "total_charge": 2, "multiplicity": 1, "homo_ev": -15.066, "species": ["Tc", "O", "C", "C", "C", "O", "C", "Se", "C", "Se", "H", "H", "H", "H", "H", "H", "H", "H", "H", "H", "Cl", "C", "Cl", "Cl", "C", "N", "C", "C", "C", "C", "C", "C", "C", "H", "H", "H", "H", "H"], "positions_angstrom": [[0.0822, -0.5577, -0.9479], [-2.3982, -2.9050, 1.8526], [-2.9712, -1.9154, 2.6906], [-2.4511, -0.5484, 2.2081], [-3.0331, 0.5438, 3.0981], [-2.4774, 1.7737, 2.6624], [-2.9178, -0.3833, 0.7530], [-1.8780, 0.9591, -0.2446], [-0.9183, -0.5759, 2.3304], [-0.0304, 0.7311, 1.1544], [-2.7002, -3.7775, 2.1269], [-2.6861, -2.0628, 3.7364], [-4.0636, -1.9264, 2.6295], [-2.7721, 0.3409, 4.1416], [-4.1242, 0.5468, 3.0141], [-2.8096, 2.4980, 3.2047], [-3.9426, -0.0138, 0.7189], [-2.8602, -1.3242, 0.2104], [-0.5277, -1.5547, 2.0605], [-0.5972, -0.3139, 3.3376], [4.4955, -3.6353, -2.1354], [3.2691, -4.0325, -0.9405], [3.9523, -4.1403, 0.6803], [2.3916, -5.4965, -1.3690], [2.2936, -2.9252, -0.9285], [1.5356, -2.0679, -0.9125], [0.9427, 0.6898, -1.6981], [1.6614, 1.7306, -2.3242], [2.9702, 2.0249, -1.9042], [3.6567, 3.0492, -2.5221], [3.0535, 3.7677, -3.5510], [1.7595, 3.4746, -3.9713], [1.0530, 2.4584, -3.3619], [3.4265, 1.4517, -1.1081], [4.6627, 3.2908, -2.2089], [3.6002, 4.5673, -4.0328], [1.3070, 4.0407, -4.7733], [0.0460, 2.2176, -3.6760]], "lowdin_charge": [0.8012, -0.0550, -0.1854, -0.5471, -0.2016, -0.1023, -0.3858, 0.8316, -0.3672, 0.8483, 0.1183, 0.1470, 0.1481, 0.1455, 0.1459, 0.1222, 0.0982, 0.0769, 0.0760, 0.1001, 0.6886, -1.6337, 0.6770, 0.6838, -0.2910, 0.0797, -0.2359, -0.2892, -0.0155, -0.0363, -0.0141, -0.0346, -0.0137, 0.1229, 0.1230, 0.1262, 0.1239, 0.1240]}

***

Entry 2:
{"formula": "C5H7N", "method": "ωB97M-V/def2-TZVPD", "multiplicity": 1, "homo_ev": -8.338, "smiles": "C#CC(=C)NC", "species": ["C", "C", "C", "C", "N", "C", "H", "H", "H", "H", "H", "H", "H"], "positions_angstrom": [[-0.3819, -0.0915, -2.5566], [-0.2550, 0.2353, -1.4035], [0.0047, 0.7205, -0.0724], [-0.8364, 1.2452, 0.8306], [1.2257, 0.3163, 0.4793], [0.4129, -1.0805, 0.8865], [-0.5567, -0.2843, -3.5902], [-0.3356, 1.7995, 1.6136], [-1.8433, 0.8754, 0.9942], [1.9628, 0.4479, -0.2444], [0.8721, -1.9509, 0.4493], [-0.6813, -1.1971, 0.6422], [0.4120, -1.0356, 1.9715]], "lowdin_charge": [0.1330, -0.0949, -0.5534, 0.0207, 0.0171, -0.0293, 0.0277, 0.0629, 0.0693, 0.1157, 0.0636, 0.0902, 0.0774]}

***

Entry 3:
{"formula": "C6H11NSSi", "method": "ωB97M-V/def2-TZVPD", "multiplicity": 1, "homo_ev": [-7.646, -7.646], "species": ["C", "C", "C", "C", "C", "C", "N", "Si", "S", "H", "H", "H", "H", "H", "H", "H", "H", "H", "H", "H"], "positions_angstrom": [[-2.4789, 1.3193, -0.4821], [-3.2206, -1.1581, 0.2047], [-0.9187, -0.6657, -0.2460], [1.8687, -1.6690, 0.4204], [0.9391, 1.0916, 1.5269], [1.4365, 0.7558, -1.6275], [-1.9187, -1.2538, 0.0850], [0.8114, -0.1384, -0.0006], [-3.8309, 0.4661, -0.1649], [-2.7294, 2.3446, -0.9337], [-4.0322, -1.8231, 0.0608], [2.2100, -1.7205, 1.4800], [1.4137, -2.6303, 0.3013], [2.8020, -1.7396, -0.1151], [1.3794, 0.6258, 2.3401], [1.5850, 1.8570, 1.2662], [0.0523, 1.4791, 1.7945], [1.1842, 0.2690, -2.4711], [0.9901, 1.6811, -1.7398], [2.4570, 0.9090, -1.6989]], "lowdin_charge": [-0.3918, -0.4747, -0.1011, -0.1828, -0.1294, -0.1431, -0.1059, 0.6214, 0.8634, -0.0181, 0.0289, 0.0391, 0.0104, 0.0169, -0.0013, 0.0023, -0.0235, -0.0181, 0.0027, 0.0048]}

***

Entry 4:
{"formula": "C6H6", "method": "ωB97M-V/def2-TZVPD", "multiplicity": 1, "homo_ev": -8.501, "species": ["C", "C", "C", "C", "C", "C", "H", "H", "H", "H", "H", "H"], "positions_angstrom": [[-0.2191, -1.5571, -0.5394], [0.6080, -0.4975, 1.5141], [-0.8128, -0.9511, 0.5788], [0.9899, -0.8085, -0.1254], [0.0782, 0.3063, 0.4860], [-0.0467, 1.6845, -0.1665], [-0.3663, -2.3542, -1.3323], [-1.7162, -0.9248, 1.0593], [1.9158, -0.6570, -0.5613], [0.6069, 2.2851, 0.2679], [-1.1100, 1.9486, 0.0963], [0.0723, 1.5256, -1.2773]], "lowdin_charge": [0.0804, 0.1641, -0.1682, -0.1666, -0.4495, 0.0133, 0.1342, 0.0787, 0.0824, 0.0204, 0.1014, 0.1095]}

***

Max |F| (eV/A)
0.13; 1.90; 4.10; 6.75
ΔE to the lowest compared entry with this formula, charge and spin (eV)
0.3613; 5.5471; 3.0416; 7.2014